{"formula": "C5LaO5", "method": "ωB97M-V/def2-TZVPD", "e_above_lowest_ev": 0.000, "total_charge": 3, "orbital_gap_ev": 11.95, "lumo_energy_ev": -15.9, "symbols": ["O", "C", "O", "La", "C", "C", "O", "O", "C", "O", "C"], "xyz": [[1.004, 2.959, 1.813], [0.842, 1.834, 1.594], [0.169, 0.812, -2.080], [0.559, -0.613, 1.299], [1.784, -1.672, -0.650], [-1.241, -1.769, 0.112], [2.323, -1.954, -1.636], [-2.145, -2.259, -0.430], [0.390, 0.489, -0.995], [-2.238, 1.408, 0.213], [-1.447, 0.765, 0.761]], "forces_ev_per_a": [[-0.81, -5.54, -1.11], [1.27, 7.93, 1.46], [1.07, -1.31, 4.78], [2.54, -1.89, 4.15], [3.69, -2.29, -6.26], [-6.84, -4.01, -4.30], [-2.63, 1.26, 4.94], [4.82, 2.52, 2.87], [-1.08, 2.10, -6.38], [3.66, -3.06, 2.87], [-5.69, 4.29, -3.03]]}